<i>
Molecular formula: C4H7NO
Method: DFT, ωB97M-V with the def2-TZVPD basis set

Properties
- orbital gap (eV) = 10.35
- net charge = 0
- structure (SMILES) = O=CN1CCC1
- HOMO (eV) = -9.39

Positions of all 13 atoms, in Å:
O 1.26114 -2.08719 1.19541
N -0.20114 -0.49785 0.49294
C 0.05795 1.20799 -0.70793
C 0.68213 0.66518 0.59622
C 0.23284 -1.77481 0.62697
C -1.01778 0.10663 -0.56937
H 0.70571 1.04414 -1.57244
H -0.45472 -2.51713 0.17955
H -0.29217 2.24078 -0.69556
H -1.20586 -0.53058 -1.43944
H 1.74193 0.40034 0.59145
H -1.97380 0.47807 -0.18348
H 0.46376 1.26443 1.48567


<ii>
Molecular formula: C4H7NO
Method: DFT, ωB97M-V with the def2-TZVPD basis set

Properties
- orbital gap (eV) = 10.72
- net charge = 0
- structure (SMILES) = C=CC#N.CO
- HOMO (eV) = -10.27

Positions of all 13 atoms, in Å:
O 1.60422 -0.63399 -0.40187
N -1.87760 0.34578 1.97954
C -1.89218 0.14023 0.83897
C 1.91364 0.04650 0.80097
C -1.89081 -0.14123 -0.57139
C -1.00037 0.41476 -1.39341
H 1.01461 0.40790 1.32117
H -0.25079 1.11304 -1.03882
H 2.49255 -0.57973 1.49436
H 2.52874 0.90802 0.52775
H -2.63899 -0.84692 -0.92053
H -0.99230 0.17109 -2.45128
H 0.98927 -1.34544 -0.18546


Of them, <i> has the highest stability.


<i>
Molecular formula: C4H7NO
Method: DFT, ωB97M-V with the def2-TZVPD basis set

Properties
- orbital gap (spin up / spin down) (eV) = 8.15 / 7.87
- net charge = 0
- HOMO (spin up / spin down) (eV) = -7.98 / -7.83

Positions of all 13 atoms, in Å:
O -0.75088 0.28990 0.72762
N 0.36935 -1.58792 -2.41671
C -1.83841 0.75833 0.06655
C 1.51161 -0.36828 1.07405
C 0.46477 0.41552 0.37127
C -0.44816 -1.01960 -1.82822
H 2.02211 -1.02966 0.36296
H 0.69190 1.12049 -0.42897
H -1.65288 1.66898 -0.50432
H 1.05796 -0.97891 1.85844
H 2.26874 0.28605 1.52234
H -1.27432 -0.48315 -1.29604
H -2.71477 0.71054 0.70076


<ii>
Molecular formula: C4H7NO
Method: DFT, ωB97M-V with the def2-TZVPD basis set

Properties
- orbital gap (eV) = 11.08
- net charge = 0
- structure (SMILES) = C[C@H]1CN1C=O
- HOMO (eV) = -10.03

Positions of all 13 atoms, in Å:
O 1.07882 -1.23723 1.26698
N -0.73042 0.24242 1.12164
C 0.81919 0.39943 -1.00436
C 0.62971 -0.12207 1.31791
C -0.62305 0.48569 -0.31913
C -1.37620 -0.69980 0.21104
H -0.89409 -1.66868 0.13260
H 1.09208 1.42719 -1.24771
H 1.22071 0.79725 1.45757
H -1.14274 1.35397 -0.72191
H 0.63619 -0.20472 -1.88029
H 1.75952 -0.03101 -0.59739
H -2.46974 -0.74243 0.26304


<iii>
Molecular formula: C4H7NO
Method: DFT, ωB97M-V with the def2-TZVPD basis set

Properties
- orbital gap (eV) = 10.39
- net charge = 0
- structure (SMILES) = O[C@H]1CN2C[C@@H]12
- HOMO (eV) = -9.48

Positions of all 13 atoms, in Å:
O 0.56391 -0.04358 2.01370
N -0.18229 0.15437 -1.32994
C 0.83210 0.07490 0.63671
C -0.10523 0.98594 -0.09725
C 0.67546 -0.87677 -0.71299
C -1.31862 0.19362 -0.42801
H -2.18140 0.71250 -0.82349
H -0.13613 2.07441 -0.09155
H 1.89632 0.16651 0.53630
H 0.24515 -1.88353 -0.73691
H -1.53588 -0.71719 0.13532
H 1.63396 -0.91097 -1.26168
H -0.38736 0.06980 2.15979


<iv>
Molecular formula: C4H7NO
Method: DFT, ωB97M-V with the def2-TZVPD basis set

Properties
- orbital gap (eV) = 11.00
- net charge = 0
- structure (SMILES) = C[C@H]1CN1C=O
- HOMO (eV) = -9.95

Positions of all 13 atoms, in Å:
O 0.37632 -0.50054 2.10785
N -1.19563 -0.27240 0.40686
C -0.43562 0.15479 1.50366
C -0.37454 0.07588 -0.76648
C 0.93811 0.85659 -0.57263
C -0.57754 -1.34654 -0.35009
H 0.23376 -1.86996 0.14662
H -0.94053 0.44599 -1.61977
H 0.77481 1.88064 -0.91926
H 1.72025 0.37634 -1.15747
H 1.35666 0.95450 0.43880
H -1.27656 -1.98792 -0.89044
H -0.59949 1.23264 1.67234


Of them, <iv> has the highest stability.


<i>
Molecular formula: C4H7NO
Method: DFT, ωB97M-V with the def2-TZVPD basis set

Properties
- orbital gap (eV) = 10.74
- net charge = 0
- structure (SMILES) = C1N[C@H]1[C@H]1CO1
- HOMO (eV) = -9.58

Positions of all 13 atoms, in Å:
O 1.02804 -0.84077 0.88810
N -1.26288 0.97468 0.38596
C -0.55217 0.26684 -0.66865
C 1.84167 0.21067 0.37435
C 0.77672 -0.38700 -0.43207
C -1.75156 -0.33408 -0.04442
H -0.64862 0.72482 -1.65218
H -1.57605 -1.17101 0.62867
H 1.68746 1.18340 0.83967
H -0.78776 0.86028 1.27867
H 2.88008 -0.05898 0.18144
H 1.07064 -1.09016 -1.21498
H -2.70556 -0.33869 -0.56457


<ii>
Molecular formula: C4H7NO
Method: DFT, ωB97M-V with the def2-TZVPD basis set

Properties
- orbital gap (eV) = 10.28
- net charge = 0
- HOMO (eV) = -9.52

Positions of all 13 atoms, in Å:
O -1.90355 0.53102 -0.26722
N 1.25370 -0.15490 0.22314
C 0.42319 0.97154 0.70000
C 0.53584 -0.04634 -1.11791
C -0.58947 0.14590 -0.10849
C -0.01283 -1.04643 0.65629
H 0.54439 -0.95735 -1.73574
H 0.37412 0.93434 1.79165
H -0.39676 -1.12041 1.69305
H 0.83377 0.83013 -1.69801
H -2.36938 -0.17633 -0.72731
H 0.74475 1.93949 0.32559
H 0.56222 -1.85066 0.26496


<iii>
Molecular formula: C4H7NO
Method: DFT, ωB97M-V with the def2-TZVPD basis set

Properties
- orbital gap (spin up / spin down) (eV) = 8.17 / 8.17
- net charge = 0
- HOMO (spin up / spin down) (eV) = -8.26 / -8.26

Positions of all 13 atoms, in Å:
O -0.67873 -0.15650 2.35143
N 0.26010 0.02127 0.23121
C -0.69256 -0.89221 -0.37310
C -1.87870 -0.77994 -0.79019
C 0.06651 0.39007 1.59288
C 0.81919 1.04788 -0.66951
H 0.91884 -1.33534 0.08698
H 1.56068 1.64025 -0.13346
H 1.29865 0.54072 -1.50688
H 0.74826 1.20674 1.88839
H -2.59164 -1.44671 -1.23780
H 0.13502 -1.93736 -0.39231
H 0.03439 1.70113 -1.04765


<iv>
Molecular formula: C4H7NO
Method: DFT, ωB97M-V with the def2-TZVPD basis set

Properties
- orbital gap (eV) = 9.03
- net charge = 0
- structure (SMILES) = C1NC[C@H]2O[C@@H]12
- HOMO (eV) = -8.03

Positions of all 13 atoms, in Å:
O 1.52333 -0.08241 -0.86927
N -1.07409 0.18732 -0.39324
C 0.80820 -0.96970 0.00610
C 1.16071 0.53858 0.25928
C -0.62287 -1.14137 -0.07380
C -0.12377 1.30596 -0.10336
H -2.23974 0.29532 -0.32589
H 1.99223 0.87393 1.11134
H -1.02797 -1.32083 0.95496
H -0.44838 2.02812 -1.01821
H 1.44868 -1.53964 0.61126
H -0.83542 -1.80704 -0.94034
H -0.56092 1.63177 0.78117


Of them, <i> has the highest stability.


<i>
Molecular formula: C4H7NO
Method: DFT, ωB97M-V with the def2-TZVPD basis set

Properties
- orbital gap (spin up / spin down) (eV) = 9.45 / 9.45
- net charge = 0
- structure (SMILES) = C=[N+](C)[O-].C#C
- HOMO (spin up / spin down) (eV) = -8.53 / -8.53

Positions of all 13 atoms, in Å:
O -0.02119 -1.16690 -0.79339
N 0.72266 -0.20903 -0.51063
C -1.86611 -1.30892 1.06035
C 1.90016 -0.32347 0.01193
C 0.12326 1.05201 -0.86048
C -1.82123 -0.14396 1.33012
H 0.81169 1.83833 -0.61579
H -2.16246 0.89006 1.18338
H -0.23899 1.06788 -1.91779
H -1.54432 -2.36755 1.24383
H -0.79480 1.25685 -0.47047
H 2.41983 -1.17373 0.46612
H 2.47149 0.58844 -0.12720


<ii>
Molecular formula: C4H7NO
Method: DFT, ωB97M-V with the def2-TZVPD basis set

Properties
- orbital gap (eV) = 11.44
- net charge = 0
- HOMO (eV) = -11.16

Positions of all 13 atoms, in Å:
O -1.92870 -0.46156 1.07569
N -1.69702 0.75652 -2.13781
C 0.35720 0.37981 0.72053
C -1.36675 0.34357 -1.11027
C -0.90111 -0.22333 0.16386
C 1.50693 0.19531 -0.26035
H 0.54907 -0.11042 1.68283
H 0.16016 1.43577 0.92837
H -1.51695 -1.36630 0.64982
H 1.69198 -0.86877 -0.45777
H 1.29134 0.68188 -1.21817
H 2.42304 0.62615 0.14431
H -0.56917 -1.38863 -0.18103


Of them, <ii> has the highest stability.


<i>
Molecular formula: C4H7NO
Method: DFT, ωB97M-V with the def2-TZVPD basis set

Properties
- orbital gap (eV) = 9.31
- net charge = 0
- structure (SMILES) = [H]/N=C/CC(=C)O
- HOMO (eV) = -8.37

Positions of all 13 atoms, in Å:
O 2.11747 0.38363 0.51958
N -1.48412 -0.13801 1.30934
C -1.16531 -0.66742 0.20126
C 0.27277 1.10901 -0.81193
C 0.98465 0.17529 -0.17791
C 0.27329 -1.15597 0.01806
H -1.81511 -0.69841 -0.68642
H 0.15216 2.15886 -0.58693
H 2.35474 1.31245 0.37809
H 0.41008 -1.88960 -0.78550
H -2.38855 0.33092 1.25542
H -0.30307 0.67773 -1.59829
H 0.59102 -1.59847 0.96523


<ii>
Molecular formula: C4H7NO
Method: DFT, ωB97M-V with the def2-TZVPD basis set

Properties
- orbital gap (eV) = 8.52
- net charge = 0
- HOMO (eV) = -10.05

Positions of all 13 atoms, in Å:
O 2.87011 0.37077 0.75303
N 1.60369 -1.21244 0.16241
C 1.77352 0.09459 0.26901
C -1.56452 -0.36179 0.37022
C -0.36995 -0.23644 -0.55593
C 0.60065 0.90057 -0.22092
H -2.16187 -1.25090 0.14867
H 0.22478 1.57397 0.55549
H -2.20934 0.51830 0.26080
H -0.64606 -0.26012 -1.61445
H 0.23755 -1.22472 -0.45490
H 0.88176 1.50434 -1.08802
H -1.24032 -0.41614 1.41458


<iii>
Molecular formula: C4H7NO
Method: DFT, ωB97M-V with the def2-TZVPD basis set

Properties
- orbital gap (eV) = 8.96
- net charge = 0
- structure (SMILES) = C1=CN1.C=CO
- HOMO (eV) = -8.42

Positions of all 13 atoms, in Å:
O 0.71315 1.53059 -0.94853
N -1.39634 -1.08135 -0.20396
C -0.64762 -0.44163 0.85064
C 1.49939 -0.50438 -0.04742
C -1.38722 0.41113 0.14594
C 1.55326 0.84400 -0.20141
H 2.20590 -0.99383 0.61704
H -0.23922 1.11595 -0.79161
H -0.32238 -0.75376 1.83101
H 2.24152 1.45324 0.38981
H -2.19234 -1.56946 0.22816
H 0.94008 -1.12601 -0.73960
H -2.18674 1.09271 0.40369


<iv>
Molecular formula: C4H7NO
Method: DFT, ωB97M-V with the def2-TZVPD basis set

Properties
- orbital gap (spin up / spin down) (eV) = 9.22 / 9.22
- net charge = 0
- structure (SMILES) = C#CC.CN=O
- HOMO (spin up / spin down) (eV) = -8.90 / -8.90

Positions of all 13 atoms, in Å:
O -0.03620 1.86698 -0.53134
N -1.04517 1.25375 -0.25893
C 1.99580 -0.56346 0.54723
C -0.39030 -0.63977 1.67305
C 0.70297 -0.65104 1.18399
C -1.59568 0.41962 -1.29880
H -1.33856 -0.66662 2.11939
H -1.52226 -0.60856 -0.94245
H 1.95029 -0.98083 -0.45854
H -1.09212 0.52748 -2.26481
H 2.74220 -1.10731 1.12474
H 2.28489 0.48612 0.48064
H -2.65586 0.66364 -1.37416


Of them, <i> has the highest stability.


<i>
Molecular formula: C4H7NO
Method: DFT, ωB97M-V with the def2-TZVPD basis set

Properties
- orbital gap (eV) = 7.89
- net charge = 0
- HOMO (eV) = -7.32

Positions of all 13 atoms, in Å:
O -2.65515 -0.75599 -2.29107
N 0.35762 -0.23893 0.94075
C -2.25065 -0.29165 -1.10547
C 1.68844 -0.12304 1.50728
C -0.14749 0.67507 0.06922
C -1.19417 0.41456 -0.80281
H 1.89165 0.92024 1.75297
H -0.04191 -1.16340 0.87130
H 0.20503 1.69268 0.21765
H -0.08520 0.69572 -1.42610
H -1.97889 -0.64635 -2.98523
H 2.46781 -0.47792 0.82172
H 1.74292 -0.70098 2.42980


<ii>
Molecular formula: C4H7NO
Method: DFT, ωB97M-V with the def2-TZVPD basis set

Properties
- orbital gap (eV) = 10.58
- net charge = 0
- structure (SMILES) = CC1=NCCO1
- HOMO (eV) = -9.53

Positions of all 13 atoms, in Å:
O -0.93519 0.23461 -0.52387
N 0.83649 0.15321 0.88014
C 0.13266 0.85696 -1.24295
C -0.97359 -1.54220 1.04784
C 1.14764 1.17065 -0.13740
C -0.30073 -0.31121 0.55652
H 1.04695 2.18424 0.26998
H -2.04065 -1.38042 1.22895
H 2.17996 1.04774 -0.47740
H -0.89345 -2.24795 0.21163
H -0.47628 -1.95964 1.92316
H 0.53751 0.09722 -1.92329
H -0.26131 1.69681 -1.81331


<iii>
Molecular formula: C4H7NO
Method: DFT, ωB97M-V with the def2-TZVPD basis set

Properties
- orbital gap (eV) = 9.62
- net charge = 0
- structure (SMILES) = C=C=N.C=CO
- HOMO (eV) = -8.90

Positions of all 13 atoms, in Å:
O -1.20977 1.34154 0.41214
N 1.34884 -0.75640 1.30180
C 1.78073 -0.16959 0.31409
C -1.73571 0.09054 0.31562
C -1.41320 -0.73408 -0.67709
C 2.30796 0.46411 -0.70580
H 2.86974 -0.08155 -1.45458
H -1.85943 -1.71991 -0.73444
H -0.71123 -0.42697 -1.44690
H 2.17282 1.53394 -0.80924
H -1.51070 1.75638 1.22759
H -2.43628 -0.19669 1.10016
H 0.39624 -1.10132 1.15665


Of them, <ii> has the highest stability.